No. 1
Molecular formula: C28H44Br39FN4O4Si
Method: DFT, ωB97M-V with the def2-TZVPD basis set

As for the HOMO energy: -8.945 eV. The LUMO energy comes out at -0.46 eV.

```
! wB97M-V def2-TZVPD RIJCOSX def2/J DEFGRID3
* xyz 0 1
C 4.738 -1.824 1.683
C 3.277 -2.088 1.251
N 2.361 -1.730 1.994
C 3.059 -2.756 -0.077
C 1.751 -2.406 -0.782
C 1.621 -1.049 -1.510
C 2.531 0.059 -0.980
O 2.200 0.516 0.314
Si 1.165 1.828 0.380
C 2.085 3.470 0.291
C 0.312 1.714 2.069
C -0.218 1.823 -0.902
O 1.770 -3.343 -1.907
C 0.500 -3.438 -2.390
O 0.231 -3.771 -3.427
O -0.308 -3.040 -1.401
C 0.444 -2.948 -0.143
C 0.455 -4.419 0.294
C 0.761 -4.621 1.781
F -0.364 -4.977 2.515
C -0.333 -1.953 0.749
C -1.891 -1.980 0.618
N -2.493 -3.290 0.599
N -2.437 -1.309 1.843
N -2.378 -1.211 -0.524
H 5.417 -2.178 0.910
H 4.896 -2.286 2.648
H 4.811 -0.729 1.755
H 2.731 -1.309 2.851
H 3.901 -2.604 -0.747
H 3.023 -3.830 0.125
H 0.580 -0.738 -1.556
H 1.923 -1.224 -2.542
H 3.568 -0.283 -1.045
H 2.475 0.895 -1.693
H 2.367 3.747 -0.728
H 1.428 4.239 0.689
H 2.998 3.458 0.888
H -0.511 2.419 2.157
H -0.068 0.687 2.127
H 1.037 1.796 2.877
H 0.088 2.010 -1.927
H -0.935 2.584 -0.580
H -0.759 0.878 -0.798
H -0.520 -4.857 0.115
H 1.158 -5.021 -0.277
H 1.456 -5.458 1.869
H 1.229 -3.756 2.247
H -0.081 -2.151 1.785
H 0.000 -0.943 0.520
H -2.058 -3.919 1.255
H -2.505 -3.666 -0.336
H -1.948 -0.421 1.898
H -2.149 -1.891 2.622
H -3.307 -1.556 -0.728
H -2.483 -0.254 -0.214
C 0.715 -2.926 -6.481
Br 2.472 -2.630 -7.221
Br -0.230 -1.266 -6.202
Br -0.318 -4.152 -7.549
H 0.851 -3.383 -5.510
C -4.635 0.373 4.173
Br -2.959 1.038 3.491
Br -5.825 1.811 4.664
Br -5.460 -0.857 2.947
H -4.413 -0.178 5.076
C 1.831 4.602 4.457
Br 0.007 4.070 4.783
Br 2.643 5.378 6.024
Br 2.888 3.148 3.754
H 1.807 5.370 3.698
C 4.724 6.351 -1.759
Br 3.553 6.678 -0.264
Br 6.555 6.138 -1.199
Br 4.121 4.860 -2.823
H 4.685 7.228 -2.391
C -2.169 6.044 -1.905
Br -3.346 6.336 -0.406
Br -0.342 5.874 -1.346
Br -2.724 4.535 -2.967
H -2.232 6.919 -2.535
C -3.274 0.578 -4.738
Br -1.570 1.471 -4.756
Br -3.868 0.260 -2.934
Br -4.574 1.519 -5.807
H -3.134 -0.394 -5.190
C -3.035 -3.462 -10.637
Br -3.090 -5.143 -9.687
Br -2.785 -1.965 -9.448
Br -1.719 -3.484 -12.045
H -3.999 -3.334 -11.105
C 0.469 -1.282 5.567
Br 2.146 -0.639 4.864
Br -0.700 0.160 6.070
Br -0.390 -2.494 4.338
H 0.692 -1.841 6.464
C 5.454 10.186 -4.010
Br 4.281 10.513 -2.515
Br 7.285 9.973 -3.451
Br 4.852 8.695 -5.075
H 5.415 11.062 -4.641
C -3.700 -4.557 5.474
Br -4.103 -2.835 6.255
Br -4.878 -5.933 6.129
Br -3.683 -4.481 3.551
H -2.700 -4.819 5.790
C -7.977 1.173 -8.339
Br -7.250 -0.442 -7.574
Br -9.378 1.915 -7.243
Br -6.602 2.476 -8.719
H -8.423 0.901 -9.284
C 6.219 0.964 4.418
Br 7.974 1.659 4.800
Br 5.715 1.298 2.578
Br 6.077 -0.891 4.913
H 5.519 1.508 5.037
C -4.046 -4.080 9.873
Br -2.227 -4.720 9.768
Br -5.263 -5.474 10.411
Br -4.192 -2.528 11.007
H -4.335 -3.772 8.877
*
```

Mulliken atomic charge list, values in e, 8 entries: -0.67, 0.81, 0.77, -2.63, 2.28, -1.05, -1.22, 0.13

***

No. 2
Molecular formula: C41H75F3N3O19S
Method: DFT, ωB97M-V with the def2-TZVPD basis set

As for the HOMO energy: -12.208 eV. The LUMO energy comes out at -3.51 eV. The energy above the lowest of the compared OMol25 structures with the same formula, charge and spin is 0.00 kcal per mole.

```
! wB97M-V def2-TZVPD RIJCOSX def2/J DEFGRID3
* xyz 1 1
C 4.905 -2.838 0.478
C 4.530 -2.404 -1.042
C 2.927 -2.077 -1.078
N 2.689 -0.995 -0.100
C 1.327 -0.435 -0.016
C 0.286 -0.794 -1.164
O -0.446 0.149 -1.640
N -0.108 -2.109 -1.696
C -0.008 -2.183 -3.163
O 0.739 -1.425 -3.841
F -0.732 -3.168 -3.923
C 1.565 1.187 0.109
S 2.154 1.929 -1.539
O 3.227 2.974 -1.320
O 2.742 0.875 -2.445
F 0.919 2.670 -2.390
C 0.356 2.009 0.772
C 0.954 3.409 1.281
C 2.112 3.458 2.361
C 2.930 4.864 2.080
C 4.366 4.490 1.399
O 5.472 4.541 2.348
C 6.297 3.359 2.219
C 7.045 2.956 0.839
O 6.496 2.564 3.194
C -0.730 1.261 1.708
C -2.170 1.708 1.058
C -2.483 3.259 0.894
C -3.407 3.917 2.070
C -0.867 1.929 3.197
C -2.140 1.484 4.060
F 0.248 1.680 4.079
N -0.576 -0.262 1.810
C -1.735 -1.080 1.351
C -2.924 -1.274 2.458
O -4.128 -1.002 2.229
C 0.799 -0.778 1.505
C 1.914 -0.382 2.647
C 1.000 -2.391 1.647
H 6.045 -3.013 0.598
H 4.304 -3.788 0.747
H 4.637 -2.030 1.259
H 5.154 -1.454 -1.283
H 4.803 -3.296 -1.705
H 2.691 -1.744 -2.148
H 2.427 -3.087 -0.788
H 3.429 -0.301 -0.275
H 0.366 -2.906 -1.253
H 2.542 1.349 0.718
H -0.217 2.324 -0.199
H 1.367 3.929 0.324
H 0.158 4.165 1.664
H 1.665 3.636 3.417
H 2.925 2.664 2.336
H 3.163 5.384 3.091
H 2.332 5.570 1.395
H 4.365 3.434 0.944
H 4.513 5.227 0.513
H 7.501 3.850 0.290
H 6.200 2.553 0.147
H 7.768 2.070 0.974
H -2.115 1.298 -0.031
H -3.090 1.246 1.527
H -1.629 3.937 0.556
H -3.216 3.303 -0.015
H -3.666 4.997 1.729
H -2.879 4.020 3.074
H -4.412 3.354 2.194
H -0.955 3.084 3.144
H -1.975 0.395 4.434
H -3.163 1.667 3.607
H -2.104 2.121 5.033
H -0.607 -0.394 2.857
H -2.158 -0.821 0.301
H -1.512 -2.208 1.167
H -2.612 -1.652 3.511
H 2.106 0.735 2.731
H 2.919 -0.894 2.475
H 1.528 -0.768 3.671
H 0.494 -2.667 2.659
H 0.462 -3.007 0.851
H 2.085 -2.719 1.739
C -3.303 -1.226 -3.603
C -3.022 0.119 -2.959
O -3.635 1.180 -3.698
C -4.962 1.322 -3.519
O -5.657 0.648 -2.795
O -5.382 2.330 -4.301
C -6.796 2.524 -4.280
H -3.009 -1.217 -4.656
H -2.761 -2.023 -3.089
H -4.369 -1.464 -3.574
H -1.950 0.306 -2.972
H -3.341 0.140 -1.911
H -7.167 2.641 -3.259
H -7.293 1.688 -4.776
H -7.018 3.438 -4.833
C -4.872 -4.282 1.148
C -5.145 -3.990 2.612
O -6.020 -4.971 3.175
C -5.451 -6.153 3.472
O -4.287 -6.442 3.312
O -6.404 -6.966 3.955
C -5.951 -8.293 4.221
H -5.809 -4.382 0.594
H -4.277 -3.482 0.698
H -4.328 -5.222 1.027
H -5.655 -3.027 2.699
H -4.220 -3.918 3.191
H -5.073 -8.291 4.870
H -5.735 -8.806 3.282
H -6.755 -8.827 4.730
C -1.785 5.665 -2.710
C -0.911 6.902 -2.615
O -1.679 8.091 -2.824
C -2.428 8.487 -1.779
O -2.497 7.937 -0.704
O -3.106 9.587 -2.146
C -4.019 10.058 -1.156
H -2.335 5.654 -3.655
H -1.180 4.758 -2.640
H -2.529 5.644 -1.909
H -0.156 6.872 -3.406
H -0.377 6.948 -1.662
H -3.522 10.207 -0.195
H -4.851 9.358 -1.056
H -4.413 11.019 -1.493
C 4.924 -9.489 -2.106
C 4.281 -8.302 -2.799
O 4.850 -7.069 -2.343
C 6.059 -6.764 -2.850
O 6.683 -7.425 -3.644
O 6.462 -5.605 -2.299
C 7.782 -5.214 -2.680
H 4.872 -9.375 -1.020
H 4.426 -10.419 -2.390
H 5.982 -9.574 -2.367
H 3.218 -8.270 -2.547
H 4.352 -8.382 -3.887
H 7.891 -5.191 -3.767
H 8.512 -5.892 -2.234
H 7.960 -4.209 -2.295
*
```

Mulliken atomic charge list, values in e, 8 entries: -0.79, -0.68, -0.05, 0.54, 0.73, -0.89, -0.56, 0.43

***

No. 3
Molecular formula: C4H4O3
Method: DFT, ωB97M-V with the def2-TZVPD basis set

As for the HOMO energy: -9.827 eV. As for the SMILES: CC(=O)C(=O)C=O. The LUMO energy comes out at -0.94 eV. The energy above the lowest of the compared OMol25 structures with the same formula, charge and spin is 29.42 kcal per mole.

```
! wB97M-V def2-TZVPD RIJCOSX def2/J DEFGRID3
* xyz 0 1
C 0.094 -1.038 1.345
C 0.715 -0.117 0.337
O 1.880 -0.118 0.014
C -0.176 0.947 -0.308
O -0.614 1.884 0.316
C -0.477 0.802 -1.798
O -0.380 -0.259 -2.358
H -0.637 -0.506 1.961
H 0.873 -1.482 1.967
H -0.431 -1.837 0.807
H -0.848 1.724 -2.282
*
```

natural (NBO) atomic charge list, values in e, 8 entries: -0.73, 0.51, -0.49, 0.39, -0.46, 0.34, -0.46, 0.24

***

No. 4
Molecular formula: C6H7NO3
Method: DFT, ωB97M-V with the def2-TZVPD basis set

As for the HOMO energy: -10.381 eV. The LUMO energy comes out at 0.40 eV. The energy above the lowest of the compared OMol25 structures with the same formula, charge and spin is 66.34 kcal per mole.

```
! wB97M-V def2-TZVPD RIJCOSX def2/J DEFGRID3
* xyz 0 1
O 2.616 1.615 -0.257
C 1.547 1.213 0.091
O 0.548 1.940 0.668
C -0.305 0.770 0.816
C -1.614 0.948 0.090
N -2.548 0.039 0.033
C 0.779 -0.062 0.139
C 0.700 -1.126 -0.916
C 1.272 -1.448 0.425
H -0.482 0.542 1.874
H -0.300 -1.493 -1.156
H 1.377 -1.023 -1.764
H 2.351 -1.574 0.519
H 0.665 -2.035 1.116
O -1.573 1.508 -1.091
H -2.571 -0.553 0.859
H -2.460 0.740 -1.446
*
```

natural (NBO) atomic charge list, values in e, 8 entries: -0.54, 0.80, -0.47, 0.03, 0.56, -0.77, -0.20, -0.38

***

No. 5
Molecular formula: C26H39FeN8O5
Method: DFT, ωB97M-V with the def2-TZVPD basis set

As for the HOMO energy (alpha / beta): -12.904 / -12.360 eV. The LUMO energy (alpha / beta) comes out at -4.83 / -9.06 eV. The energy above the lowest of the compared OMol25 structures with the same formula, charge and spin is 19.07 kcal per mole. The expectation value of S² is 8.772.

```
! wB97M-V def2-TZVPD RIJCOSX def2/J DEFGRID3
* xyz 2 6
Fe 6.725 6.966 14.562
C 4.541 9.764 14.064
C 4.370 8.267 13.925
O 4.981 7.563 14.804
N 3.673 7.669 13.024
C 3.830 6.226 12.763
C 5.048 5.900 11.995
C 5.013 5.278 10.808
C 6.153 5.111 10.013
C 7.337 5.597 10.540
C 7.297 6.201 11.800
N 6.178 6.391 12.533
H 3.777 10.100 14.736
H 4.512 10.295 13.117
H 5.486 9.923 14.594
H 3.193 8.211 12.312
H 2.956 5.948 12.180
H 3.937 5.692 13.715
H 4.054 4.994 10.373
H 6.104 4.668 9.049
H 8.186 5.532 9.892
H 8.234 6.616 12.218
O 6.763 7.394 16.615
C 7.197 8.494 16.960
C 7.814 9.513 16.124
C 8.112 10.759 16.690
C 8.826 11.689 16.022
C 9.321 11.448 14.771
C 9.114 10.240 14.215
C 8.345 9.268 14.859
O 8.087 8.211 14.140
N 9.028 13.090 16.608
O 8.582 13.288 17.704
O 9.563 13.892 15.889
H 7.071 8.751 18.044
H 7.810 10.989 17.660
H 9.879 12.287 14.389
H 9.372 10.003 13.182
C 9.837 5.448 17.036
N 9.198 5.182 15.708
C 9.847 5.748 14.498
C 7.996 4.618 15.649
N 7.180 5.069 14.642
N 7.554 3.849 16.701
C 8.445 2.982 17.536
C 6.132 3.589 17.019
H 10.347 6.372 16.905
H 10.547 4.691 17.361
H 9.014 5.631 17.690
H 10.842 5.351 14.331
H 10.079 6.781 14.622
H 9.181 5.681 13.611
H 6.562 4.310 14.412
H 9.496 3.048 17.290
H 8.021 1.972 17.391
H 8.266 3.234 18.553
H 5.943 2.564 17.028
H 5.465 4.075 16.271
H 6.056 4.081 17.972
C 13.113 6.327 11.328
C 13.202 7.037 9.993
N 11.890 7.667 9.683
C 11.443 8.600 10.726
C 11.358 7.823 12.030
N 11.732 6.419 11.838
C 10.829 5.790 10.843
C 10.832 6.609 9.505
H 13.848 6.620 12.131
H 13.272 5.283 11.267
H 13.588 6.453 9.126
H 13.914 7.834 10.105
H 10.444 9.037 10.405
H 12.221 9.389 10.763
H 10.383 7.879 12.418
H 12.066 8.319 12.764
H 9.764 5.688 11.185
H 11.144 4.700 10.796
H 9.906 7.246 9.328
H 11.029 5.987 8.651
*
```

Mulliken atomic charge list, values in e, 8 entries: 0.13, -0.92, 0.81, -0.82, -0.15, -0.97, 0.83, -0.88

***

No. 6
Molecular formula: H3PS
Method: DFT, ωB97M-V with the def2-TZVPD basis set

As for the HOMO energy (alpha / beta): -10.006 / -9.041 eV. The LUMO energy (alpha / beta) comes out at -1.36 / -2.54 eV. The energy above the lowest of the compared OMol25 structures with the same formula, charge and spin is 73.81 kcal per mole.

```
! wB97M-V def2-TZVPD RIJCOSX def2/J DEFGRID3
* xyz 0 1
P 1.218 1.387 -0.653
S -1.381 -0.754 0.311
H 0.924 0.097 -1.249
H 0.914 1.178 0.741
H -1.675 -1.908 0.850
*
```

Want to see where the charge sits? The natural (NBO) charges in e are: 0.10, -0.10, -0.04, -0.04, 0.09

***

No. 7
Molecular formula: C7H8N3OS
Method: DFT, ωB97M-V with the def2-TZVPD basis set

As for the HOMO energy: -12.825 eV. As for the SMILES: [NH3+][C@@H](c1ncon1)c1cccs1. The LUMO energy comes out at -3.37 eV. The energy above the lowest of the compared OMol25 structures with the same formula, charge and spin is 48.37 kcal per mole.

```
! wB97M-V def2-TZVPD RIJCOSX def2/J DEFGRID3
* xyz 1 1
N 0.399 -1.766 1.024
C 0.186 -0.205 1.188
C 1.465 0.445 0.660
N 2.065 -0.227 -0.342
C 2.950 0.631 -0.778
O 2.914 1.724 0.004
N 1.981 1.571 0.914
C -0.912 0.288 0.363
C -1.094 -0.146 -0.958
C -2.333 0.328 -1.450
C -2.996 1.034 -0.492
S -2.230 1.198 0.977
H 1.104 -1.963 0.315
H -0.615 -1.987 0.810
H 0.780 -2.360 1.841
H -0.008 -0.028 2.309
H 3.453 0.581 -1.740
H -0.305 -0.535 -1.576
H -2.824 -0.196 -2.332
H -3.981 1.611 -0.736
*
```

natural (NBO) atomic charge list, values in e, 8 entries: -0.73, -0.08, 0.26, -0.56, 0.37, -0.22, -0.08, -0.33

***

No. 8
Molecular formula: C10H8BrNO2
Method: DFT, ωB97M-V with the def2-TZVPD basis set

As for the HOMO energy (alpha / beta): -8.029 / -8.031 eV. As for the SMILES: C=c1ccccc1=C=[N+]([O-])O.C#CBr. The LUMO energy (alpha / beta) comes out at -1.05 / -1.06 eV. The energy above the lowest of the compared OMol25 structures with the same formula, charge and spin is 167.37 kcal per mole.

```
! wB97M-V def2-TZVPD RIJCOSX def2/J DEFGRID3
* xyz 0 1
C 1.917 -1.147 0.905
C 1.532 0.080 0.453
C 2.457 1.167 0.106
C 2.017 2.227 -0.663
C 0.707 2.361 -1.006
C -0.243 1.469 -0.630
C 0.101 0.297 0.182
C -0.855 -0.450 0.686
N -1.516 -1.399 1.229
O -1.935 -2.559 1.010
O -1.964 -1.035 2.532
H 1.224 -1.902 1.329
H 2.986 -1.287 0.986
H 3.438 1.017 0.374
H 2.783 3.105 -0.920
H 0.510 3.117 -1.665
H -1.311 1.570 -0.920
H -2.355 -1.805 2.949
C -3.117 -0.928 -1.606
C -1.965 -1.271 -1.746
Br -0.315 -1.810 -2.189
H -4.097 -0.816 -1.395
*
```

natural (NBO) atomic charge list, values in e, 8 entries: -0.30, -0.08, -0.17, -0.20, -0.22, -0.17, -0.10, 0.22